No. 1
A molecular structure, C54H46AsCeI6N5S4Sb at a distorted geometry, computed with the ωB97M-V functional and the def2-TZVPD basis.

For the HOMO energy (alpha / beta), the calculation gives -1.109 / -2.842 eV. Its LUMO energy (alpha / beta) is 2.8089 / 1.7673 eV. Its gap between HOMO and LUMO (alpha / beta) is 3.92 / 4.61 eV.

```
! wB97M-V def2-TZVPD RIJCOSX def2/J DEFGRID3
* xyz -2 2
Ce 13.355 13.606 11.207
I 6.517 20.176 7.571
C 7.920 18.836 8.291
C 8.707 18.136 7.414
C 9.640 17.246 7.966
C 9.725 16.992 9.324
C 8.906 17.702 10.173
C 7.977 18.620 9.670
C 10.764 16.005 9.791
C 10.304 14.688 9.907
C 8.899 14.299 9.685
C 8.912 12.942 9.620
C 10.278 12.504 9.818
C 10.699 11.194 9.605
C 9.665 10.201 9.135
C 9.638 9.930 7.759
C 8.786 8.976 7.228
C 7.878 8.348 8.063
I 6.454 7.057 7.212
C 7.910 8.569 9.423
C 8.776 9.515 9.966
C 12.060 10.741 9.606
N 13.172 11.501 9.750
C 14.231 10.682 9.420
C 15.552 11.135 9.195
C 16.485 10.094 8.621
C 17.572 9.579 9.326
C 18.422 8.689 8.719
C 18.171 8.217 7.445
I 19.420 6.794 6.638
C 17.085 8.708 6.714
C 16.284 9.665 7.313
C 16.013 12.448 9.267
C 17.344 12.873 8.839
C 17.384 14.230 8.949
C 16.086 14.654 9.393
N 15.298 13.568 9.619
C 15.624 15.989 9.449
C 14.301 16.441 9.530
C 13.849 17.779 9.211
C 12.490 17.773 9.265
C 12.102 16.414 9.652
N 13.206 15.661 9.839
C 16.662 17.063 9.276
C 17.060 17.500 8.016
C 17.956 18.531 7.847
C 18.460 19.175 8.968
I 19.898 20.643 8.841
C 18.118 18.727 10.236
C 17.231 17.672 10.387
C 13.747 9.339 9.154
C 12.387 9.380 9.276
N 11.092 13.598 10.046
H 8.627 18.298 6.355
H 10.329 16.686 7.329
H 8.966 17.528 11.252
H 7.343 19.196 10.335
H 8.056 14.908 9.490
H 8.097 12.296 9.368
H 10.347 10.404 7.059
H 8.823 8.762 6.144
H 7.275 8.016 10.108
H 8.815 9.652 11.071
H 17.712 9.870 10.337
H 19.246 8.318 9.320
H 16.921 8.380 5.690
H 15.447 10.075 6.741
H 18.107 12.190 8.478
H 18.188 14.919 8.707
H 14.466 18.600 8.894
H 11.862 18.626 9.126
H 16.669 17.018 7.162
H 18.221 18.832 6.856
H 18.555 19.176 11.119
H 16.883 17.353 11.386
H 14.385 8.479 8.919
H 11.678 8.585 9.132
S 14.438 16.607 15.878
As 14.073 16.465 13.786
S 12.083 15.195 13.321
S 15.494 15.145 12.866
S 13.636 18.286 12.945
I 11.085 12.026 13.583
I 9.472 8.605 13.769
N 13.082 13.608 15.162
C 12.574 13.528 13.756
H 12.287 13.788 15.785
C 14.861 8.506 12.470
C 15.012 9.364 13.719
C 13.832 9.102 14.632
Sb 15.277 11.463 13.131
C 15.262 12.246 15.102
C 16.109 11.535 16.169
C 13.847 12.437 15.670
C 17.419 11.385 12.744
C 18.115 12.650 13.264
C 18.136 10.128 13.229
H 14.797 7.433 12.718
H 15.655 8.649 11.752
H 13.930 8.771 11.938
H 15.939 9.135 14.254
H 12.885 9.430 14.151
H 13.864 9.609 15.567
H 13.799 8.042 14.798
H 15.679 13.263 14.960
H 15.619 10.645 16.554
H 16.354 12.185 17.008
H 17.080 11.185 15.764
H 13.245 11.548 15.610
H 13.691 14.459 15.277
H 13.952 12.657 16.723
H 17.424 11.416 11.646
H 18.125 12.641 14.344
H 17.627 13.578 12.988
H 19.162 12.656 12.919
H 18.260 10.168 14.308
H 19.151 10.022 12.785
H 17.573 9.229 13.020
*
```

No. 2
C4H5NO2 in the gas phase at a distorted geometry, computed with the ωB97M-V functional and the def2-TZVPD basis.

Its SMILES is O/C=C1\CN=CO1. The calculation puts the energy above the lowest of the compared OMol25 structures with the same formula, charge and spin at 249.8 kJ/mol. For the HOMO energy, the calculation gives -8.420 eV. Its LUMO energy is 0.6846 eV. Its gap between HOMO and LUMO is 9.10 eV.

```
! wB97M-V def2-TZVPD RIJCOSX def2/J DEFGRID3
* xyz 0 1
O 1.360 -0.660 1.949
C 1.404 0.087 0.816
C 0.434 -0.198 -0.057
C -1.062 -0.194 0.258
N -1.588 0.530 -0.912
C -0.636 0.608 -1.742
O 0.584 0.136 -1.396
H 2.165 0.860 0.751
H 0.866 -1.407 1.557
H -1.615 -1.138 0.336
H -1.238 0.365 1.186
H -0.673 1.011 -2.745
*
```

No. 3
C26H31ClN4O3 in the gas phase, computed with the ωB97M-V functional and the def2-TZVPD basis.

Its SMILES is CCc1ccc2[nH]c(=O)c(CN(CCCN3CCOCC3)C(=O)Nc3ccc(Cl)cc3)cc2c1. The calculation puts the energy above the lowest of the compared OMol25 structures with the same formula, charge and spin at 24.1 kJ/mol. For the HOMO energy, the calculation gives -8.205 eV. Its LUMO energy is -0.0146 eV. Its gap between HOMO and LUMO is 8.19 eV.

```
! wB97M-V def2-TZVPD RIJCOSX def2/J DEFGRID3
* xyz 0 1
C 5.673 2.663 4.154
H 6.523 2.712 3.477
H 6.028 2.832 5.168
H 4.980 3.458 3.891
C 4.984 1.301 4.051
C 4.499 1.057 2.651
C 3.195 1.317 2.291
C 2.744 1.092 0.985
C 3.651 0.605 0.027
C 4.978 0.366 0.384
C 5.388 0.586 1.678
H 6.410 0.378 1.955
H 5.669 -0.010 -0.356
N 3.195 0.347 -1.238
C 1.887 0.417 -1.646
O 1.563 0.038 -2.762
C 0.955 0.936 -0.648
C 1.386 1.271 0.589
H 0.684 1.632 1.329
C -0.500 0.968 -1.049
N -1.349 0.338 -0.052
C -0.977 -0.791 0.614
O -1.484 -1.145 1.656
N 0.036 -1.516 -0.020
C 1.199 -1.953 0.597
C 2.230 -2.457 -0.196
C 3.453 -2.774 0.361
C 3.651 -2.591 1.719
C 2.622 -2.141 2.528
C 1.399 -1.830 1.971
H 0.593 -1.479 2.595
H 2.782 -2.023 3.588
Cl 5.205 -2.911 2.407
H 4.253 -3.151 -0.257
H 2.076 -2.577 -1.258
H 0.095 -1.439 -1.025
C -2.549 1.034 0.362
C -3.623 1.016 -0.727
C -4.069 -0.422 -1.040
N -5.044 -0.581 -2.095
C -6.334 0.031 -1.839
C -7.321 -0.475 -2.893
O -6.883 -0.163 -4.195
C -5.613 -0.721 -4.437
C -4.584 -0.219 -3.422
H -3.620 -0.697 -3.609
H -4.474 0.872 -3.546
H -5.336 -0.426 -5.451
H -5.670 -1.818 -4.376
H -8.295 0.002 -2.775
H -7.429 -1.565 -2.788
H -6.675 -0.260 -0.844
H -6.293 1.133 -1.898
H -3.193 -1.013 -1.322
H -4.491 -0.867 -0.135
H -4.475 1.601 -0.378
H -3.234 1.486 -1.632
H -2.300 2.069 0.624
H -2.915 0.524 1.256
H -0.833 2.005 -1.149
H -0.595 0.491 -2.034
H 3.848 -0.029 -1.916
H 2.491 1.680 3.025
H 5.690 0.518 4.333
H 4.142 1.269 4.744
*
```

Q: Number 2 is which compound?
A: C4H5NO2